Here is 2 unconnected molecules or ions with the total composition C3H8N2O2 from OMol25. Energies are from ωB97M-V/def2-TZVPD.

The calculation puts the energy above the lowest of the compared OMol25 structures with the same formula, charge and spin at 127.0 kJ/mol. The strongest force on any atom comes out at 1.4 eV/A. Its HOMO-LUMO gap is 10.21 eV. Its multiplicity is 1. Its HOMO energy is -9.7316 eV. As for the SMILES: C/N=C\N.O=CO.

CARTESIAN COORDINATES (ANGSTROEM)
C: 0.7443 -0.2926 1.1399
N: 0.3388 -0.0100 -0.2275
C: 0.8750 -0.6240 -1.2062
N: 1.4805 -1.8489 -1.2056
H: -0.1311 -0.4686 1.7658
H: 1.2414 0.5782 1.5602
H: 1.3717 -1.1738 1.2502
H: 0.8929 -0.1115 -2.1648
H: 1.4155 -2.3845 -2.0524
H: 1.4521 -2.3524 -0.3370
O: -3.1607 2.4155 1.0170
C: -2.3279 1.7813 0.4372
O: -1.1497 2.2721 0.0573
H: -2.4701 0.7260 0.1521
H: -0.5726 1.4931 -0.1863

Here is a gas-phase ion, C3H8N2O2 (charge +1) from OMol25. Energies are from ωB97M-V/def2-TZVPD.

The calculation puts the energy above the lowest of the compared OMol25 structures with the same formula, charge and spin at 130.1 kJ/mol. The total charge is +1. The strongest force on any atom comes out at 4.5 eV/A. Its HOMO-LUMO gap (spin up / spin down) is 12.11 / 6.41 eV. Its multiplicity is 2. Its HOMO energy (spin up / spin down) is -15.3917 / -15.3569 eV.

CARTESIAN COORDINATES (ANGSTROEM)
N: -1.4292 -0.8472 -0.7412
C: -0.2680 0.0080 -0.4774
C: 0.9959 -0.9131 -0.4134
O: 1.4484 -1.0780 -1.7481
C: -0.4381 0.7303 0.9019
N: 0.3811 1.8266 0.8514
O: -0.9898 0.3453 1.8737
H: -2.1171 -0.2734 -1.2322
H: -1.8267 -1.2850 0.0938
H: -0.2672 0.6415 -1.3633
H: 1.7160 -0.3649 0.2006
H: 0.7696 -1.8920 0.0041
H: 2.4110 -1.0252 -1.6627
H: 0.5560 2.3388 1.7097
H: 0.8186 2.1147 -0.0055

Here is 2 unconnected molecules or ions with the total composition C3H8N2O2S2 from OMol25. Energies are from ωB97M-V/def2-TZVPD.

The calculation puts the energy above the lowest of the compared OMol25 structures with the same formula, charge and spin at 141.7 kJ/mol. The strongest force on any atom comes out at 4.6 eV/A. Its HOMO-LUMO gap is 9.73 eV. Its multiplicity is 1. Its HOMO energy is -9.1533 eV. As for the SMILES: C[S@](=N)(=O)O.CSC#N.

CARTESIAN COORDINATES (ANGSTROEM)
C: 1.9024 -0.6361 1.1613
S: 0.4167 -0.6183 0.1617
N: 0.5393 -0.0257 -1.2260
O: -0.7234 -0.0815 0.9133
O: 0.3290 -2.2216 0.2056
H: 2.1155 0.3216 1.6330
H: 1.7091 -1.4082 2.0625
H: 2.7439 -1.0286 0.7288
H: 1.3924 -0.2308 -1.6096
H: -0.4356 -2.5203 -0.2431
C: -2.9144 1.3290 -0.5213
S: -3.4029 -0.0298 0.5684
C: -2.6610 -1.2509 -0.2938
N: -2.2762 -2.1008 -0.9672
H: -2.6683 2.0184 0.2948
H: -3.8603 1.7892 -0.8806
H: -2.2820 1.1169 -1.3804

Here is C3H8N2O3S in the gas phase from OMol25. Energies are from ωB97M-V/def2-TZVPD.

The calculation puts the energy above the lowest of the compared OMol25 structures with the same formula, charge and spin at 231.2 kJ/mol. The strongest force on any atom comes out at 4.1 eV/A. Its HOMO-LUMO gap is 9.84 eV. Its multiplicity is 1. Its HOMO energy is -9.5106 eV.

CARTESIAN COORDINATES (ANGSTROEM)
C: 1.7937 -0.3486 -0.2898
C: 0.5750 1.6024 0.9378
C: 0.5507 0.1649 0.4490
N: -0.9201 -1.3593 -1.5134
N: -0.0194 -0.7798 1.3922
O: 1.3633 -0.4223 -1.5431
O: 2.8517 -0.6349 0.1900
O: -2.0249 0.7294 -0.6137
S: -0.4592 0.2333 -1.2337
H: -0.2055 1.7290 1.5808
H: 1.5035 1.8155 1.2805
H: 0.3053 2.2453 0.1710
H: -1.7981 -1.1999 -1.8224
H: -0.8513 -0.5361 1.8434
H: -0.4108 -1.9487 -2.1856
H: 0.1433 -1.7253 1.1237
H: -2.3972 0.4350 0.2333